# 1
Computed, not measured: 4 unconnected molecules or ions with the total composition C3H16N2O3 in a non-equilibrium geometry, with wB97M-V/def2-TZVPD.

```
24
Properties=species:S:1:pos:R:3:forces:R:3
N 0.513302 0.569623 1.299713 -2.2 1.7 0.8
C -0.091867 1.632583 0.454541 -2.0 -1.9 1.9
C -0.548552 1.034608 -0.853704 -3.0 0.1 0.6
C 0.517386 0.765789 -1.849291 1.1 2.2 -3.8
N 1.835325 0.608137 -1.186951 1.7 -1.0 -0.9
H 1.300679 0.880502 1.799887 1.1 0.2 0.4
H 0.685199 -0.255310 0.812185 0.8 -1.2 -0.9
H -0.989657 2.035216 1.002349 0.4 -0.7 -0.5
H 0.476597 2.496600 0.434759 1.8 1.5 -0.8
H -1.363051 1.738479 -1.247797 1.1 -1.0 0.1
H -1.128616 0.078474 -0.595097 1.2 1.4 -0.5
H 0.174950 0.077376 -2.687006 0.8 -0.1 1.5
H 0.602850 1.743968 -2.581092 -0.1 -1.9 1.9
H 2.351490 1.486887 -1.289722 -0.2 -0.7 0.1
H 2.535907 -0.176122 -1.409607 -2.1 1.5 -0.1
O -1.857163 -0.623737 2.563772 0.9 4.1 2.6
H -0.991729 -0.186510 2.339344 -0.6 -0.3 0.1
H -1.927391 -1.310168 1.999945 -0.3 -3.8 -2.8
O 1.818569 -2.735548 0.851517 -1.7 -0.5 -1.2
H 1.299573 -2.919617 0.002138 1.5 0.5 1.7
H 2.681258 -2.374525 0.656735 0.1 0.0 -0.5
O -2.404007 -1.692194 -0.397763 1.5 1.2 0.2
H -3.267211 -2.033546 -0.212875 -0.8 0.1 0.5
H -2.223832 -0.840975 0.094017 -1.1 -1.6 -0.5
```
Positions in Å, forces in eV/Å.

The value obtained for the frontier orbital gap is 9.24 eV. The spin multiplicity is 1. Its lowest unoccupied orbital energy is 0.49 eV. As for the SMILES: NCCCN.O.O.O.

=====

# 2
Computed, not measured: 4 unconnected molecules or ions with the total composition C3H16NO3 in a non-equilibrium geometry, with wB97M-V/def2-TZVPD.

```
23
Properties=species:S:1:pos:R:3:forces:R:3
C -1.890411 0.622118 -1.216615 -0.5 -1.9 0.8
C -1.575730 -0.180754 0.018940 -1.5 0.9 3.1
C -1.940924 -1.619319 -0.066385 1.9 -3.5 -0.9
N -0.117312 -0.213273 0.535071 2.0 2.5 -4.5
H -1.715633 1.611316 -1.086500 1.0 3.1 0.4
H -1.402102 0.250446 -2.051603 1.3 -0.6 -1.7
H -2.931777 0.601941 -1.495309 -0.6 -0.5 0.5
H -2.122563 0.369501 0.951542 1.1 -1.4 -2.1
H -1.689145 -2.282680 0.847279 -0.5 1.3 -1.2
H -1.373309 -2.164598 -0.952833 -0.4 1.3 1.6
H -2.915152 -1.855713 -0.418337 -1.3 0.4 0.3
H 0.423617 0.744084 0.379380 -1.0 -1.9 0.8
H -0.118763 -0.510460 1.447406 -0.1 -0.3 3.2
H 0.499671 -0.945593 0.092095 -1.0 0.8 -0.2
H 2.496257 2.893969 -0.139081 0.7 0.4 -1.0
H 2.437596 2.626573 1.316859 0.0 -0.1 0.4
O 2.131444 2.273940 0.480987 -1.0 -1.0 0.8
H 4.205036 3.749174 -1.890305 -1.7 0.3 1.8
H 2.820319 4.322415 -1.572991 -3.0 2.2 -2.0
O 3.498311 3.892142 -1.168389 4.6 -2.2 0.0
H -0.319653 -4.778708 2.268694 2.0 1.4 -1.0
H 1.076241 -5.072669 1.836519 1.8 -1.7 -0.3
O 0.523982 -4.333853 1.883575 -3.9 0.4 1.2
```
Positions in Å, forces in eV/Å.

Its charge is +1. The value obtained for the frontier orbital gap is 11.68 eV. The spin multiplicity is 1. Its lowest unoccupied orbital energy is -2.81 eV.

=====

# 3
Computed, not measured: 5 unconnected molecules or ions with the total composition C3H16NO4 in a non-equilibrium geometry, with wB97M-V/def2-TZVPD.

```
24
Properties=species:S:1:pos:R:3:forces:R:3
C 2.412658 0.910262 0.968011 -0.7 0.8 1.5
C 1.032709 1.116522 0.317260 1.9 4.1 1.7
C 0.209908 2.209220 0.504935 1.3 -3.0 -2.1
N 0.607071 -0.020652 -0.422378 -0.9 -0.5 1.4
H 2.117022 0.619768 1.999057 0.7 -0.1 -0.3
H 3.092413 1.810200 1.142395 -1.2 -1.1 -0.8
H 2.943091 0.064179 0.526897 0.0 0.3 0.0
H -0.612284 2.264881 -0.230525 0.0 0.2 1.0
H 0.456538 3.028226 1.155952 0.1 0.1 0.0
H 0.343871 -0.686915 0.428771 1.2 -0.2 -2.0
H -0.302314 0.328470 -0.634594 -1.6 -0.7 -1.7
H 1.220610 -0.358906 -1.214127 -0.7 -0.1 1.2
H 0.501120 -2.541664 2.038576 0.1 1.3 -0.5
H 0.524130 -1.110533 2.626433 0.0 0.1 0.3
O 0.617989 -1.584899 1.798026 -0.2 -1.4 0.4
H 3.572951 -2.027279 -1.251863 -1.0 0.5 -1.0
H 3.156489 -1.327969 -2.632487 -0.2 -0.7 1.2
O 2.799689 -1.706733 -1.787944 1.0 0.4 -0.2
H -5.951256 0.082571 -1.342655 -0.5 0.1 -0.1
H -5.592136 -0.789663 -0.104291 -0.3 0.2 -0.2
O -5.241320 -0.366173 -0.895883 0.9 -0.4 0.4
H -2.999925 -0.556520 -0.668778 0.4 0.0 0.0
H -2.690570 0.674734 -1.397273 0.4 -0.1 0.1
O -2.218457 -0.031133 -0.923523 -0.9 0.3 -0.2
```
Positions in Å, forces in eV/Å.

Its charge is +1. The value obtained for the frontier orbital gap is 10.58 eV. The spin multiplicity is 1. Its lowest unoccupied orbital energy is -2.73 eV.

=====

# 4
Computed, not measured: 5 unconnected molecules or ions with the total composition C3H16NO4 in a non-equilibrium geometry, with wB97M-V/def2-TZVPD.

```
24
Properties=species:S:1:pos:R:3:forces:R:3
C 1.656308 1.573363 1.027611 0.6 0.5 1.3
C 0.194911 1.337006 0.916719 0.0 -0.9 -0.6
C -0.776884 2.211264 1.014423 -0.1 1.1 0.3
N -0.133091 -0.046326 0.459613 -0.3 1.0 -1.2
H 2.147854 0.899108 1.735281 -0.3 -0.2 0.0
H 2.268787 1.496719 0.128486 -0.5 0.1 -0.4
H 1.785128 2.570981 1.460677 0.1 -0.1 -0.3
H -1.815846 2.091868 0.775468 -0.3 -0.8 0.0
H -0.579796 3.225524 1.339753 0.4 -0.1 -0.1
H -0.419584 0.049232 -0.536046 0.2 -0.4 0.0
H -0.996006 -0.451064 0.819581 -0.1 0.1 0.9
H 0.678998 -0.676115 0.526946 -0.2 -0.3 0.2
H -3.515026 -0.781489 2.619942 0.2 0.4 -0.4
H -2.761895 -1.854701 1.931521 0.1 0.0 -0.3
O -2.934228 -0.907245 1.849332 -0.1 -0.5 0.5
H -2.418975 -0.874600 -1.965666 0.5 0.2 0.0
H -0.898088 -0.883062 -2.406168 -0.1 0.0 -0.2
O -1.567476 -0.410816 -1.890727 -0.3 -0.1 0.1
H 2.450804 -2.560309 0.791407 0.1 0.0 -0.2
H 2.191074 -1.814615 -0.570341 0.2 -0.4 0.0
O 1.974308 -1.840922 0.367406 -0.2 0.3 0.0
H 0.901324 -1.305511 -3.993627 0.0 0.0 0.6
H 1.562229 -0.138041 -3.295317 -0.2 -0.1 0.2
O 1.005181 -0.910243 -3.106277 0.2 0.0 -0.7
```
Positions in Å, forces in eV/Å.

Its charge is +1. The value obtained for the frontier orbital gap is 10.87 eV. The spin multiplicity is 1. Its lowest unoccupied orbital energy is -2.79 eV.

=====

# 5
Computed, not measured: 6 unconnected molecules or ions with the total composition C3H16O5, with wB97M-V/def2-TZVPD.

```
24
Properties=species:S:1:pos:R:3:forces:R:3
C -0.497648 1.875361 0.081879 0.0 -0.2 -0.4
O -2.325970 0.116898 1.856565 -0.2 0.1 -0.2
C 0.314853 0.683604 0.581767 0.1 0.8 -0.6
C 1.793371 1.044867 0.609981 0.0 0.0 0.7
H -0.072379 2.225071 -0.865859 0.0 0.1 0.0
H -1.513538 1.550652 -0.130982 -0.1 0.1 0.2
H -0.508833 2.707126 0.789850 0.0 0.0 0.1
H 0.177133 -0.103923 -0.148902 -0.2 -0.1 0.1
H -0.109416 0.352251 1.525503 0.3 -0.1 0.1
H 2.164873 1.278976 -0.390032 0.0 0.0 0.0
H 2.392185 0.233574 1.033924 0.1 0.0 -0.1
H 1.957679 1.926615 1.241915 0.1 0.0 0.0
H 2.638862 -2.180566 -0.955774 -0.1 0.0 0.0
H 0.704034 -2.165077 0.523860 -0.2 0.2 0.3
O 1.963366 -1.483412 -0.851200 0.3 -0.5 0.2
H -0.816384 -1.813140 0.506094 -0.2 -0.6 -0.4
H -2.877700 -1.313796 -0.893165 -0.2 -0.1 0.1
O -0.164892 -2.540897 0.707567 0.3 0.0 0.0
H 0.979275 -0.683586 -2.104854 -0.2 0.2 -0.5
H 0.711669 -0.190568 -3.578551 0.0 -0.3 0.0
O 0.744591 0.078626 -2.661788 0.1 0.4 0.1
H -2.965746 -0.146898 2.516562 -0.2 -0.2 -0.1
H -2.472381 -0.428077 0.873196 0.1 0.2 0.6
O -2.217004 -1.023680 -0.267557 0.3 0.0 0.0
```
Positions in Å, forces in eV/Å.

Its charge is -1. The value obtained for the frontier orbital gap (alpha / beta) is 7.24 / 4.48 eV. The spin multiplicity is 2. Its lowest unoccupied orbital energy (alpha / beta) is 2.94 / 0.18 eV.

=====

# 6
Computed, not measured: 5 unconnected molecules or ions with the total composition C3H16O5 in a non-equilibrium geometry, with wB97M-V/def2-TZVPD.

```
24
Properties=species:S:1:pos:R:3:forces:R:3
C -2.366250 -0.834390 -2.182491 0.0 -2.2 0.0
C -1.461029 -0.487971 -1.061759 3.4 0.3 2.6
C -0.581289 -1.629102 -0.186503 -1.9 2.4 -3.0
O -2.242157 0.123508 -0.036324 -1.1 -0.6 1.3
H -2.801480 0.076594 -2.578868 -0.9 -0.1 0.5
H -3.027792 -1.750778 -1.923698 0.5 1.9 -0.4
H -1.758246 -1.147196 -2.994823 0.7 -0.7 -1.0
H -0.564765 0.209150 -1.461131 -2.4 -0.8 1.1
H 0.132899 -1.996700 -0.874031 1.4 -0.4 -0.2
H -1.313687 -2.377291 -0.162999 -0.9 -1.5 1.2
H -0.212327 -1.189461 0.738764 -0.2 -0.1 -0.5
H -2.702880 -0.594480 0.541800 1.4 1.8 -1.7
O -2.116836 2.657032 1.702493 0.8 0.7 -0.4
H -1.340124 3.029867 1.261581 0.6 0.0 0.9
H -2.612545 2.633801 0.893632 -1.4 -0.7 -0.4
O 1.897761 -1.565000 2.091726 -1.6 0.8 1.0
H 0.901233 -1.581643 2.258304 2.2 0.0 -0.3
H 2.211387 -0.833615 2.673993 -0.4 -0.8 -0.7
O 2.566556 2.160655 0.917844 1.4 1.9 1.3
H 3.240920 2.276840 0.223264 -0.3 -0.4 0.3
H 2.947663 2.786199 1.625408 -1.1 -1.5 -1.4
O 4.069641 0.156586 -0.568256 -0.4 1.2 -1.4
H 3.201553 0.413991 -0.958550 0.9 -0.7 0.7
H 3.931793 -0.536597 0.060623 -0.6 -0.5 0.5
```
Positions in Å, forces in eV/Å.

The value obtained for the frontier orbital gap is 10.52 eV. The spin multiplicity is 1. Its lowest unoccupied orbital energy is 0.45 eV. As for the SMILES: CC(C)O.O.O.O.O.

=====

What did the sixth record say?
Computed, not measured: 5 unconnected molecules or ions with the total composition C3H16O5 in a non-equilibrium geometry, with wB97M-V/def2-TZVPD.

```
24
Properties=species:S:1:pos:R:3:forces:R:3
C -2.366250 -0.834390 -2.182491 0.0 -2.2 0.0
C -1.461029 -0.487971 -1.061759 3.4 0.3 2.6
C -0.581289 -1.629102 -0.186503 -1.9 2.4 -3.0
O -2.242157 0.123508 -0.036324 -1.1 -0.6 1.3
H -2.801480 0.076594 -2.578868 -0.9 -0.1 0.5
H -3.027792 -1.750778 -1.923698 0.5 1.9 -0.4
H -1.758246 -1.147196 -2.994823 0.7 -0.7 -1.0
H -0.564765 0.209150 -1.461131 -2.4 -0.8 1.1
H 0.132899 -1.996700 -0.874031 1.4 -0.4 -0.2
H -1.313687 -2.377291 -0.162999 -0.9 -1.5 1.2
H -0.212327 -1.189461 0.738764 -0.2 -0.1 -0.5
H -2.702880 -0.594480 0.541800 1.4 1.8 -1.7
O -2.116836 2.657032 1.702493 0.8 0.7 -0.4
H -1.340124 3.029867 1.261581 0.6 0.0 0.9
H -2.612545 2.633801 0.893632 -1.4 -0.7 -0.4
O 1.897761 -1.565000 2.091726 -1.6 0.8 1.0
H 0.901233 -1.581643 2.258304 2.2 0.0 -0.3
H 2.211387 -0.833615 2.673993 -0.4 -0.8 -0.7
O 2.566556 2.160655 0.917844 1.4 1.9 1.3
H 3.240920 2.276840 0.223264 -0.3 -0.4 0.3
H 2.947663 2.786199 1.625408 -1.1 -1.5 -1.4
O 4.069641 0.156586 -0.568256 -0.4 1.2 -1.4
H 3.201553 0.413991 -0.958550 0.9 -0.7 0.7
H 3.931793 -0.536597 0.060623 -0.6 -0.5 0.5
```
Positions in Å, forces in eV/Å.

The value obtained for the frontier orbital gap is 10.52 eV. The spin multiplicity is 1. Its lowest unoccupied orbital energy is 0.45 eV. As for the SMILES: CC(C)O.O.O.O.O.